No. 1
The following is a DFT calculation (ωB97M-V/def2-TZVPD) of a 3-piece molecular cluster, C4H15N2O2 overall in a non-equilibrium geometry.

Results
Kohn-Sham gap = 10.52 eV

```
! wB97M-V def2-TZVPD RIJCOSX def2/J DEFGRID3
* xyz 1 1
O 3.483 -0.061 1.509
O -3.149 1.357 -0.382
N -0.545 -0.762 -1.364
N -0.653 1.495 0.638
C 0.588 -0.724 0.784
C 0.688 0.762 0.660
C -1.110 -1.345 -2.329
C 0.490 -1.375 -0.589
H 1.163 1.021 -0.287
H -0.316 -1.036 1.344
H 1.511 -1.306 -1.027
H 3.489 -0.511 2.344
H -2.048 -0.865 -2.642
H 4.317 -0.191 1.027
H -0.506 2.479 0.442
H 1.461 -0.943 1.386
H -1.130 1.040 -0.160
H -3.938 0.802 -0.324
H -1.208 1.347 1.476
H -0.851 -2.201 -2.955
H -3.516 2.239 -0.484
H 1.223 1.254 1.481
H 0.559 -2.475 -0.551
*
```

=====

No. 2
The following is a DFT calculation (ωB97M-V/def2-TZVPD) of a 3-piece molecular cluster, C4H15N2O2 overall in a non-equilibrium geometry.

Results
Kohn-Sham gap (spin up / spin down) = 11.88 / 7.55 eV

```
! wB97M-V def2-TZVPD RIJCOSX def2/J DEFGRID3
* xyz 2 2
O -3.215 -0.947 0.495
O -0.660 0.987 2.358
N -1.150 0.390 -0.227
N 2.156 0.492 0.735
C 2.116 0.801 -1.691
C -0.435 -0.499 -1.250
C 1.873 0.105 -0.612
C 0.853 -1.054 -0.698
H 0.317 0.974 2.334
H -1.095 -1.532 -1.390
H -0.463 0.397 0.415
H 2.316 -0.215 1.341
H 1.766 0.346 -2.542
H -2.851 -1.739 1.010
H -0.936 1.003 3.280
H 1.208 -1.754 -1.586
H -3.645 -0.448 1.239
H 0.622 -1.442 0.361
H -1.525 1.318 -0.611
H 2.506 1.352 0.944
H -2.070 -0.110 0.360
H 2.580 1.692 -1.948
H -0.267 -0.117 -2.318
*
```

=====

No. 3
The following is a DFT calculation (ωB97M-V/def2-TZVPD) of an isolated ion of composition C4H15N2P4 and charge +1 in a non-equilibrium geometry.

Results
Kohn-Sham gap = 8.07 eV

```
! wB97M-V def2-TZVPD RIJCOSX def2/J DEFGRID3
* xyz 1 1
P -0.562 -2.821 0.285
P -1.546 -0.567 -1.527
P -2.438 -2.529 -1.960
P 2.150 0.253 -1.178
N 0.144 -0.149 0.630
N 1.026 2.024 0.725
C -0.193 2.692 1.285
C 0.713 0.916 -0.153
C -0.108 -1.133 -0.410
C 1.233 -1.407 -1.065
H 1.633 2.729 0.165
H -0.989 2.912 0.460
H 3.088 0.058 0.022
H -3.554 -1.793 -2.591
H 1.205 -1.923 -2.004
H -0.083 1.412 -0.850
H 1.474 1.825 1.648
H -2.358 -0.123 -0.487
H 0.759 -0.582 1.256
H 0.014 3.766 1.694
H -1.761 -2.547 -3.126
H -0.748 2.154 2.194
H -1.793 -2.510 0.785
H 1.860 -2.026 -0.381
H 0.287 -2.668 1.395
*
```

=====

No. 4
The following is a DFT calculation (ωB97M-V/def2-TZVPD) of a 3-piece molecular cluster, C4H15N3O overall in a non-equilibrium geometry.

Results
Kohn-Sham gap = 3.67 eV

```
! wB97M-V def2-TZVPD RIJCOSX def2/J DEFGRID3
* xyz 0 1
O -0.488 -2.192 -0.294
N 0.167 -1.238 1.963
N -0.098 -0.431 -2.625
N 1.158 2.024 0.217
C -1.367 0.437 1.145
C 0.073 0.209 1.675
C 1.201 0.619 0.746
C -0.266 1.042 -2.478
H -0.623 -3.077 -0.682
H -2.068 0.278 2.013
H 2.082 0.271 1.301
H -0.095 -1.858 1.189
H -0.358 -1.395 2.736
H 0.659 1.502 -2.065
H 0.794 2.623 0.948
H 0.160 0.790 2.792
H -1.487 -0.296 0.312
H 0.660 -0.737 -3.205
H -0.540 1.440 -3.444
H -1.009 1.214 -1.746
H -0.105 -0.928 -1.699
H -1.600 1.413 0.669
H 0.991 -0.035 -0.170
*
```

=====

No. 5
The following is a DFT calculation (ωB97M-V/def2-TZVPD) of a 2-piece molecular cluster, C4H15N3O overall in a non-equilibrium geometry.

Results
Kohn-Sham gap = 9.17 eV

```
! wB97M-V def2-TZVPD RIJCOSX def2/J DEFGRID3
* xyz 0 1
O -2.440 1.550 -0.041
N -1.539 -1.563 -0.749
N 0.101 1.423 1.981
N 1.514 -0.511 -0.164
C -0.248 -2.232 -0.654
C 0.989 -1.514 -1.118
C 1.189 1.596 1.044
C 1.055 0.867 -0.307
H -0.018 2.201 2.596
H 1.404 2.662 0.946
H -0.137 -2.588 0.368
H 1.690 1.338 -1.041
H -1.484 1.690 0.043
H -2.385 1.623 -1.018
H 0.750 -0.911 -2.002
H -1.655 -0.620 -0.422
H -0.297 -3.058 -1.388
H 2.198 1.220 1.287
H 1.591 -0.913 0.756
H 1.818 -2.161 -1.427
H -2.204 -2.006 -1.353
H -0.108 0.487 2.279
H -0.001 0.836 -0.599
*
```

=====

No. 6
The following is a DFT calculation (ωB97M-V/def2-TZVPD) of a 2-piece molecular cluster, C4H15N3O overall in a non-equilibrium geometry.

Results
Kohn-Sham gap = 9.39 eV

```
! wB97M-V def2-TZVPD RIJCOSX def2/J DEFGRID3
* xyz 0 1
O 4.766 -2.905 -2.307
N -2.030 0.263 0.048
N 1.142 1.991 0.009
N -1.868 -2.224 0.254
C -0.133 1.665 0.753
C -2.244 -1.046 -0.678
C -0.853 1.013 -0.411
C 0.274 0.920 1.998
H 4.250 -2.142 -2.592
H -1.257 1.890 -0.979
H 1.811 2.590 0.526
H -3.351 -1.189 -0.828
H 1.478 1.075 -0.136
H 5.595 -2.382 -2.298
H -0.817 -2.293 0.185
H -0.471 0.240 -1.032
H -0.550 0.942 2.774
H -1.809 -1.109 -1.705
H -2.796 0.767 -0.043
H 0.560 -0.056 1.827
H -0.686 2.664 1.032
H -2.205 -2.061 1.167
H 1.194 1.384 2.436
*
```

=====

No. 7
The following is a DFT calculation (ωB97M-V/def2-TZVPD) of a 2-piece molecular cluster, C4H15N3O overall in a non-equilibrium geometry.

Results
Kohn-Sham gap = 9.19 eV

```
! wB97M-V def2-TZVPD RIJCOSX def2/J DEFGRID3
* xyz 2 1
O 1.925 -1.655 1.254
N -1.102 -0.595 2.024
N 1.122 -0.749 -1.168
N 0.860 2.397 -1.519
C -0.035 0.196 -0.790
C -0.122 1.573 -0.966
C -1.352 -0.419 -0.441
C -1.901 0.015 0.918
H 2.192 -2.588 1.701
H 1.722 -0.272 -1.850
H -2.990 -0.240 0.925
H -2.008 1.003 1.215
H -1.225 -1.491 -0.600
H 0.582 -1.479 -1.734
H 0.465 3.304 -1.670
H 2.739 -0.938 1.513
H 1.634 -1.052 -0.438
H -0.946 2.020 -0.487
H 1.591 2.080 -2.113
H -1.468 -1.351 2.739
H -0.911 0.366 2.630
H -2.206 -0.482 -1.226
H -0.273 -1.198 1.684
*
```

=====

No. 8
The following is a DFT calculation (ωB97M-V/def2-TZVPD) of a 2-piece molecular cluster, C4H15N3O overall in a non-equilibrium geometry.

Results
Kohn-Sham gap = 9.32 eV

```
! wB97M-V def2-TZVPD RIJCOSX def2/J DEFGRID3
* xyz 2 1
O -2.804 0.440 -0.433
N -0.173 1.670 -0.561
N -0.894 -1.531 1.504
N 1.738 0.211 -2.510
C 0.787 0.536 -0.311
C 0.571 -1.187 1.610
C 0.899 0.225 1.169
C 1.562 -0.105 -1.229
H 1.097 -1.847 0.899
H 1.475 1.132 -2.832
H 0.310 0.882 1.833
H -0.151 2.185 -1.443
H -1.361 -1.481 2.414
H -3.614 0.796 -0.047
H -0.373 2.365 0.182
H 1.993 0.337 1.337
H -1.251 -1.015 0.683
H 1.979 -1.065 -0.960
H -1.094 -2.496 1.162
H 2.351 -0.182 -3.204
H -2.871 0.370 -1.396
H 0.874 -1.360 2.649
H -1.051 1.121 -0.516
*
```

=====

What are the molar mass values for these records? In order: 123.18, 123.18, 215.07, 121.18, 121.18, 121.18, 121.18, 121.18 g/mol.